Entry 1:
{"formula": "C9H15BiCl2MnO3P", "method": "ωB97M-V/def2-TZVPD", "species": ["Mn", "Bi", "Cl", "Cl", "C", "C", "C", "O", "O", "O", "C", "C", "P", "C", "C", "C", "C", "H", "H", "H", "H", "H", "H", "H", "H", "H", "H", "H", "H", "H", "H", "H"], "coordinates": [[-0.376, 0.189, -4.139], [1.997, 0.300, -1.291], [-1.849, -1.445, -3.799], [-0.315, 1.911, -2.610], [2.130, 2.420, -0.604], [0.494, -0.896, -5.348], [0.217, 1.526, -5.386], [1.908, 3.552, -0.488], [1.098, -1.578, -6.071], [0.729, 2.134, -6.235], [2.005, -1.770, 1.779], [0.530, -1.664, 1.395], [0.118, -0.100, 0.472], [-1.680, -0.183, 0.127], [-2.569, -0.664, 1.296], [0.334, 1.245, 1.728], [-0.150, 0.903, 3.142], [2.649, -1.814, 0.888], [2.140, -2.704, 2.340], [2.337, -0.938, 2.421], [0.240, -2.472, 0.699], [-0.131, -1.731, 2.275], [-1.993, 0.830, -0.195], [-1.803, -0.847, -0.755], [-2.715, 0.114, 2.055], [-3.564, -0.913, 0.903], [-2.179, -1.563, 1.789], [1.406, 1.514, 1.748], [-0.216, 2.118, 1.328], [0.268, -0.039, 3.517], [0.182, 1.702, 3.817], [-1.242, 0.860, 3.202]], "lumo_energy_ev": [-18.3, -18.5], "multiplicity": 5, "orbital_gap_ev": [5.671, 5.499], "total_charge": 4}

Entry 2:
{"formula": "C9H15Cl2N2O", "method": "ωB97M-V/def2-TZVPD", "species": ["C", "C", "C", "C", "C", "C", "C", "C", "C", "N", "N", "O", "Cl", "Cl", "H", "H", "H", "H", "H", "H", "H", "H", "H", "H", "H", "H", "H", "H", "H"], "coordinates": [[-3.143, 0.349, 0.160], [-2.833, 1.659, 0.237], [-2.269, -0.790, 0.245], [0.184, -0.258, 0.575], [-3.748, 2.868, 0.179], [-2.853, -2.117, 0.399], [2.944, -0.099, -1.800], [4.432, -1.086, 0.713], [2.553, 0.133, -0.255], [-0.996, -0.711, 0.344], [1.188, -0.274, -0.371], [3.089, -0.732, 0.714], [0.494, 0.174, 2.161], [2.848, 1.853, 0.118], [-4.055, 0.079, -0.278], [-1.749, 1.938, 0.481], [-3.670, 3.208, 1.184], [-3.283, 3.650, -0.328], [-4.841, 2.654, -0.101], [-3.975, -2.113, 0.362], [-2.630, -2.624, -0.556], [-2.402, -2.748, 1.169], [4.126, -0.121, -1.840], [2.643, -1.110, -2.009], [2.664, 0.721, -2.383], [4.407, -2.094, 1.048], [5.058, -0.425, 1.309], [4.755, -1.111, -0.367], [1.058, -0.875, -1.110]], "lumo_energy_ev": -4.2, "relative_energy_kcal_mol": 33.9, "orbital_gap_ev": 9.288, "total_charge": 1, "smiles": "C/C=C/C(C)=N\\C(Cl)=[NH+]\\[C@@](C)(Cl)OC"}

Entry 3:
{"formula": "C9H15ClNS", "method": "ωB97M-V/def2-TZVPD", "species": ["C", "C", "C", "C", "C", "C", "C", "C", "C", "N", "S", "Cl", "H", "H", "H", "H", "H", "H", "H", "H", "H", "H", "H", "H", "H", "H", "H"], "coordinates": [[-4.073, 0.255, 0.241], [-3.845, 1.542, -0.096], [-2.927, -0.445, 0.548], [-1.725, 0.289, 0.378], [3.168, -0.862, 0.327], [0.850, -1.633, 0.758], [1.202, 1.295, -1.600], [1.704, -0.809, -0.201], [1.177, 0.539, -0.394], [0.792, 1.227, 0.719], [-2.149, 1.890, -0.235], [-2.868, -2.150, 0.394], [-5.061, -0.209, 0.296], [-4.472, 2.424, -0.176], [3.650, 0.027, 0.248], [3.298, -1.183, 1.465], [3.720, -1.550, -0.360], [1.229, -1.417, 1.848], [1.204, -2.663, 0.463], [-0.234, -1.643, 0.769], [2.086, 1.453, -2.205], [0.743, 0.554, -2.381], [0.816, 2.348, -1.465], [1.730, -1.291, -1.101], [0.441, 0.594, 1.397], [-0.545, -0.449, -0.133], [0.089, 1.867, 0.498]], "lumo_energy_ev": [-4.6, -7.0], "multiplicity": 3, "orbital_gap_ev": [5.322, 6.723], "total_charge": 1}

Which formula does entry 1 have?
C9H15BiCl2MnO3P

What is the formula in the first record?
C9H15BiCl2MnO3P

What is the formula in the second record?
C9H15Cl2N2O